(1)
{
  "formula": "C4H10N2O2",
  "method": "the ωB97M-V functional and the def2-TZVPD basis",
  "species": ["H", "C", "H", "H", "H", "C", "H", "H", "C", "C", "N", "H", "H", "H", "O", "N", "O", "H"],
  "positions_angstrom": [[-1.206, -0.612, -1.248], [-0.013, 0.901, -1.021], [-1.397, -2.414, -1.077], [-0.969, 2.183, 0.246], [-1.612, 0.032, 1.015], [0.126, -1.142, 0.023], [-1.434, 2.455, -1.393], [2.663, -0.054, 0.485], [1.704, 0.171, 0.885], [0.342, 0.207, 0.397], [-0.652, 2.074, -0.760], [1.144, -1.636, -0.644], [1.951, 0.980, 1.367], [1.516, -0.628, 1.857], [-0.697, 0.398, 1.369], [-1.283, -1.322, -0.426], [-0.313, 0.184, -2.121], [0.130, -1.778, 1.047]],
  "homo_lumo_gap_ev": 9.53,
  "total_charge": 0,
  "relative_energy_ev": 6.9353
}

***

(2)
{
  "formula": "C4H4Mn",
  "method": "the ωB97M-V functional and the def2-TZVPD basis",
  "species": ["Mn", "C", "H", "C", "H", "C", "C", "H", "H"],
  "positions_angstrom": [[2.754, -0.494, -0.010], [-0.097, -1.158, -0.327], [-1.001, 2.194, -0.044], [-0.713, 1.196, 0.292], [-0.857, 0.366, -1.641], [-0.574, 0.197, -0.598], [0.827, -1.110, 0.512], [0.037, -2.318, 0.489], [-0.377, 1.128, 1.327]],
  "homo_lumo_gap_ev": [7.04, 6.83],
  "total_charge": 2,
  "spin_multiplicity": 6
}

***

(3)
{
  "formula": "C41H90NO33P6Zr",
  "method": "the ωB97M-V functional and the def2-TZVPD basis",
  "species": ["P", "O", "C", "C", "H", "H", "H", "H", "C", "P", "H", "O", "H", "O", "O", "H", "O", "H", "H", "P", "H", "O", "C", "C", "H", "O", "H", "C", "H", "O", "H", "H", "H", "H", "H", "O", "O", "H", "C", "C", "C", "H", "C", "H", "O", "C", "H", "H", "C", "H", "O", "H", "H", "H", "H", "O", "O", "H", "C", "C", "H", "C", "H", "O", "C", "O", "H", "H", "H", "C", "C", "H", "H", "O", "H", "C", "H", "H", "H", "H", "H", "H", "H", "O", "H", "H", "C", "C", "H", "C", "C", "H", "H", "C", "H", "N", "H", "H", "H", "C", "C", "H", "O", "H", "C", "H", "C", "O", "H", "H", "C", "O", "C", "H", "H", "Zr", "O", "C", "H", "H", "H", "H", "C", "P", "C", "O", "H", "H", "H", "H", "C", "O", "O", "H", "H", "C", "O", "O", "H", "H", "H", "H", "H", "O", "C", "H", "O", "H", "O", "O", "H", "H", "C", "H", "H", "C", "H", "H", "C", "H", "C", "H", "H", "O", "H", "H", "H", "P", "C", "P", "H", "O"],
  "positions_angstrom": [[1.993, -0.161, 0.565], [3.517, -0.223, 0.958], [4.198, 1.839, 5.056], [-1.903, 2.108, -4.558], [4.772, 1.958, 3.155], [1.740, -3.125, 1.432], [-2.981, -4.544, -3.332], [0.093, -6.910, -0.740], [-0.714, -5.999, 1.090], [-1.568, -3.553, 0.551], [-2.117, 1.338, -3.817], [3.577, -3.489, 3.941], [-3.864, -4.462, 3.666], [1.211, 3.583, -2.544], [0.646, -0.536, -4.472], [3.410, 3.656, -4.232], [-2.223, -4.053, -0.801], [-4.249, -2.718, 3.953], [-1.295, -1.522, 5.783], [-1.186, 3.385, 1.464], [-3.417, -2.116, -6.687], [-0.952, 2.038, 0.827], [-2.690, -2.568, -6.012], [1.324, -5.152, -2.965], [4.459, 2.990, -3.041], [-2.643, -3.966, 1.702], [6.441, 0.615, 0.109], [3.083, -4.689, 3.739], [-4.630, 3.291, 2.739], [-1.218, -2.062, 0.444], [2.327, -4.926, -3.327], [4.319, 0.262, 3.836], [0.882, -3.677, -1.404], [5.640, 0.715, 1.660], [0.573, 6.140, -2.340], [3.307, -5.651, 4.503], [0.762, -0.088, 1.534], [0.736, 0.311, 4.331], [0.652, -3.876, -2.451], [1.131, 4.787, 1.167], [-4.079, 4.984, -0.773], [-0.009, -6.435, 1.797], [-0.837, -6.858, -0.173], [-2.457, -2.478, -2.203], [1.049, -2.795, -3.243], [3.810, -0.846, -2.100], [-2.750, 3.857, -5.471], [-0.314, 2.936, 5.477], [6.758, 3.483, 1.014], [0.312, 1.516, 6.448], [-3.305, -0.497, 4.174], [-4.392, 3.459, 4.398], [0.560, 1.780, 3.448], [3.106, 1.460, 3.300], [4.146, 2.254, 0.792], [-1.112, -2.279, -4.282], [7.591, 4.422, 1.131], [3.439, -3.550, 1.076], [2.674, -3.499, 1.851], [5.065, 2.281, 0.207], [1.035, 4.632, 0.092], [3.529, 3.548, -3.154], [2.129, -0.126, -5.855], [-2.029, 4.334, 0.427], [-3.795, -3.143, 1.903], [1.361, 0.896, -0.278], [-2.957, 3.169, -1.127], [2.379, -1.859, 3.360], [-4.945, 4.873, 3.559], [-4.275, 4.018, 3.470], [3.127, -2.570, 3.010], [-0.535, 7.419, -2.715], [2.166, -1.762, -5.303], [5.630, -2.662, -4.310], [1.265, 5.845, 1.390], [4.098, 1.324, 3.731], [-4.435, 5.529, 0.102], [-3.503, 5.695, -1.366], [-3.148, -3.464, -5.593], [-5.313, -0.604, 5.623], [2.642, 2.389, -1.573], [-4.997, 4.644, -1.252], [-0.853, 6.411, -1.291], [-1.176, 0.910, 4.369], [-2.987, -1.407, -4.283], [-1.909, -2.876, -6.708], [6.058, 1.315, 0.851], [-1.194, 5.341, -3.056], [-0.419, -4.051, -2.550], [-0.484, 6.405, -2.317], [-3.175, 3.808, -0.271], [0.356, -2.485, -6.665], [4.301, -0.045, -1.548], [-3.040, -3.199, -1.629], [3.036, -2.656, -1.602], [4.217, 2.291, 6.145], [-1.581, 1.603, -5.469], [-0.758, 5.246, -4.051], [-3.798, 3.163, 0.349], [0.651, -1.437, -6.724], [-4.368, -3.573, 3.288], [3.225, 4.367, 1.014], [-0.389, -4.631, 0.781], [-1.814, -0.718, -5.448], [2.367, 2.784, -2.551], [4.875, 1.839, -0.771], [3.964, -2.115, -1.416], [2.538, -4.797, 2.531], [2.563, 4.256, 2.739], [-2.696, 5.275, 2.644], [-3.010, 3.052, -4.784], [-0.529, 1.675, -1.874], [1.483, -0.953, -5.559], [1.118, -2.098, 5.362], [1.352, 2.608, 5.507], [-0.490, 0.051, -0.078], [4.375, -1.107, -3.360], [-2.149, -1.625, -4.945], [2.157, 1.982, -3.258], [1.527, -5.922, -2.220], [-1.794, -3.012, 4.983], [-3.235, 3.459, -3.798], [-4.391, 0.395, 3.944], [-0.283, 2.958, -2.608], [-2.832, 4.372, 3.239], [6.922, 2.180, 1.541], [-6.309, 0.719, 4.887], [-1.059, -7.890, 0.098], [0.335, -3.303, 6.388], [2.757, -0.671, -2.321], [0.388, -2.907, 5.374], [5.666, 3.577, 0.203], [-2.224, 3.218, 2.736], [1.254, -1.393, -7.632], [-0.244, -0.825, -6.828], [-3.713, -4.128, -2.641], [4.773, -2.862, -2.214], [-0.616, 2.749, -4.200], [-5.443, -3.751, 3.316], [0.770, -3.642, 4.664], [-1.705, -6.626, -0.791], [-3.395, -2.131, 1.848], [-4.093, 1.392, 4.267], [-0.927, -1.568, 3.784], [0.190, 1.255, 4.329], [-6.082, -0.896, 4.105], [-1.765, -0.096, 1.997], [-4.276, -4.902, -2.120], [-0.026, 4.390, 1.993], [1.155, -1.228, -0.134], [-2.297, 4.607, 4.160], [-3.817, 2.517, -5.284], [0.387, 2.103, 5.532], [2.071, 3.065, 1.665], [3.614, 4.390, -2.467], [5.022, -2.198, -3.362], [4.285, -2.028, -0.378], [-4.579, -3.186, 1.146], [-5.623, -0.108, 4.703], [0.728, -5.684, -3.707], [2.396, 4.105, 1.672], [-4.531, 0.434, 2.863], [-2.251, 5.508, -3.264], [-0.505, -0.985, -2.148], [-1.595, -6.091, 1.726], [-4.368, -3.670, -3.383], [3.960, -1.959, 2.659], [0.008, -1.584, -3.425], [-1.008, -2.259, 5.033], [-1.811, -0.264, 3.471], [-3.813, -2.710, -1.037], [-1.237, 4.210, -2.226]],
  "homo_lumo_gap_ev": 8.17,
  "total_charge": 1,
  "relative_energy_ev": 2.9950
}

***

Repeat the first record exactly.
{
  "formula": "C4H10N2O2",
  "method": "the ωB97M-V functional and the def2-TZVPD basis",
  "species": ["H", "C", "H", "H", "H", "C", "H", "H", "C", "C", "N", "H", "H", "H", "O", "N", "O", "H"],
  "positions_angstrom": [[-1.206, -0.612, -1.248], [-0.013, 0.901, -1.021], [-1.397, -2.414, -1.077], [-0.969, 2.183, 0.246], [-1.612, 0.032, 1.015], [0.126, -1.142, 0.023], [-1.434, 2.455, -1.393], [2.663, -0.054, 0.485], [1.704, 0.171, 0.885], [0.342, 0.207, 0.397], [-0.652, 2.074, -0.760], [1.144, -1.636, -0.644], [1.951, 0.980, 1.367], [1.516, -0.628, 1.857], [-0.697, 0.398, 1.369], [-1.283, -1.322, -0.426], [-0.313, 0.184, -2.121], [0.130, -1.778, 1.047]],
  "homo_lumo_gap_ev": 9.53,
  "total_charge": 0,
  "relative_energy_ev": 6.9353
}